{"formula": "C5H18N3", "method": "wB97M-V/def2-TZVPD", "elements": ["N", "C", "C", "N", "H", "H", "H", "H", "H", "H", "H", "H", "H", "C", "N", "C", "C", "H", "H", "H", "H", "H", "H", "H", "H", "H"], "coordinates": [[-0.398, -0.751, -1.413], [0.258, 0.474, -1.942], [-0.594, 1.718, -1.721], [0.147, 2.889, -2.203], [-0.116, -0.779, 0.093], [-1.400, -0.649, -1.542], [-0.124, -1.556, -1.967], [1.224, 0.637, -1.453], [0.508, 0.333, -2.994], [-1.521, 1.618, -2.292], [-0.851, 1.765, -0.657], [-0.476, 3.459, -2.764], [0.409, 3.482, -1.420], [1.514, -1.389, 1.339], [0.119, -0.891, 1.201], [-0.843, -1.890, 1.750], [-0.027, 0.380, 1.946], [1.578, -2.379, 0.888], [1.779, -1.479, 2.388], [2.172, -0.693, 0.828], [-1.850, -1.489, 1.713], [-0.776, -2.780, 1.123], [-0.526, -2.175, 2.750], [-1.027, 0.778, 1.778], [0.672, 1.122, 1.563], [0.151, 0.245, 3.007]], "forces_ev_per_a": [[-0.07, 0.42, -0.04], [0.39, -0.10, -0.19], [0.31, -0.26, -0.41], [-0.49, 0.18, 0.48], [0.17, -0.19, 0.57], [-0.09, -0.12, -0.10], [0.02, -0.03, 0.14], [-0.08, -0.17, 0.16], [-0.21, 0.25, -0.08], [-0.09, -0.04, 0.12], [-0.12, 0.17, 0.00], [0.20, 0.00, -0.08], [0.13, -0.12, -0.20], [-0.29, -0.20, -0.36], [-0.02, -0.04, 0.63], [0.55, -0.33, -0.59], [-0.20, 0.61, -0.60], [0.07, 0.09, -0.10], [-0.01, 0.13, 0.09], [0.14, -0.03, 0.05], [-0.04, 0.03, 0.16], [-0.15, 0.03, 0.01], [-0.22, 0.17, 0.15], [-0.04, -0.12, 0.14], [0.15, -0.12, -0.02], [-0.02, -0.20, 0.09]], "mulliken_charge": [-0.636, -0.533, -0.358, -0.611, 0.351, 0.255, 0.264, 0.159, 0.404, 0.406, 0.162, 0.246, 0.238, -0.950, 0.135, -0.946, -1.014, 0.386, 0.402, 0.349, 0.362, 0.386, 0.389, 0.384, 0.377, 0.391], "relative_energy_kj_mol": 63.5, "charge": 1, "e_tot_ev": -9941.108, "orbital_gap_ev": 10.279, "homo_ha": -0.47318}

{"formula": "C4H3O2Sr", "method": "wB97M-V/def2-TZVPD", "elements": ["O", "C", "C", "C", "C", "H", "H", "H", "Sr", "O"], "coordinates": [[1.554, -2.094, -0.711], [0.595, -1.590, -0.262], [-0.464, -1.063, 0.331], [-1.137, 0.177, -0.071], [-0.546, 1.383, 0.063], [-0.835, -1.660, 1.169], [-0.676, 2.217, -0.701], [-2.162, 0.107, -0.433], [2.917, 1.004, 0.349], [0.755, 1.517, 0.266]], "forces_ev_per_a": [[-0.27, 0.44, 0.01], [-0.49, 0.06, 0.56], [0.47, -0.74, 0.10], [-0.90, 0.51, 0.40], [2.03, 0.49, -4.12], [0.14, -0.05, -0.21], [-2.04, -0.41, 1.51], [0.23, 0.08, 0.10], [-0.36, 0.06, 0.05], [1.18, -0.45, 1.57]], "mulliken_spin": [-0.005, 0.018, 0.002, 0.004, -0.013, -0.005, 0.000, 0.000, 1.078, -0.078], "s2": 0.750, "relative_energy_kj_mol": 0.0, "multiplicity": 2, "e_tot_ev": -9123.907, "orbital_gap_ev": [5.301, 7.539], "homo_ha": [-0.19248, -0.28534]}

{"formula": "C5H29N2O7", "method": "wB97M-V/def2-TZVPD", "elements": ["C", "N", "C", "C", "C", "N", "C", "H", "H", "H", "H", "H", "H", "H", "H", "H", "H", "H", "H", "H", "H", "H", "H", "H", "O", "H", "H", "O", "H", "H", "O", "H", "H", "O", "H", "H", "O", "H", "H", "O", "H", "H", "O"], "coordinates": [[1.373, -0.905, -1.424], [1.350, 0.509, -1.823], [0.016, 1.013, -2.090], [0.100, 2.524, -2.239], [1.266, -1.083, 0.100], [1.856, 0.075, 0.874], [3.240, -0.147, 1.318], [0.586, -1.487, -1.906], [2.340, -1.379, -1.715], [1.846, 0.475, -2.722], [-0.454, 0.575, -2.976], [-0.712, 0.897, -1.287], [-0.767, 2.919, -2.854], [1.024, 2.854, -2.717], [0.114, 3.097, -1.294], [1.673, -2.030, 0.456], [0.226, -1.072, 0.401], [1.215, 0.263, 1.651], [1.941, 0.906, 0.237], [3.458, -1.187, 1.532], [3.431, 0.293, 2.304], [4.017, 0.195, 0.617], [-1.421, -1.524, 2.349], [-0.524, -2.370, 1.644], [-0.460, -1.639, 2.315], [-2.121, 1.069, 2.125], [-3.426, 1.793, 1.584], [-2.904, 0.989, 1.566], [2.466, 2.126, -0.983], [3.068, 3.274, -0.200], [2.927, 2.321, -0.147], [-2.859, -1.276, -1.225], [-2.744, -1.776, -2.764], [-2.263, -1.518, -1.964], [-0.771, 1.739, 3.160], [-0.268, 0.337, 3.469], [-0.059, 1.127, 2.937], [-2.469, -3.040, 0.478], [-1.552, -2.506, -0.609], [-1.548, -2.794, 0.318], [-4.865, -1.241, 0.314], [-3.393, -0.853, 0.781], [-3.953, -1.545, 0.410]], "forces_ev_per_a": [[1.28, -0.64, 0.66], [0.58, -1.29, -0.50], [-0.79, 1.41, -0.14], [-0.78, 1.38, -0.71], [-0.98, 0.67, -0.25], [0.53, -0.67, -1.05], [1.59, -0.42, 1.27], [-0.12, -0.04, 0.07], [-0.55, 0.60, -0.16], [-0.22, 0.60, 0.43], [0.21, -0.15, 0.03], [0.37, -0.81, 0.35], [1.02, -0.39, 0.72], [-0.01, -0.18, -0.48], [-0.26, -0.58, -0.11], [0.18, 0.21, -0.07], [-0.03, 0.03, -0.20], [0.16, 0.30, -0.03], [-0.69, -0.47, 0.76], [-0.46, -0.42, -0.34], [-0.26, 0.53, -0.44], [-0.81, 0.12, 0.12], [0.15, 0.39, 0.46], [0.46, 0.52, 0.54], [-0.63, -0.70, -0.06], [-0.24, 0.21, -0.29], [0.15, 0.16, 0.22], [0.11, -0.63, -0.21], [0.14, -0.19, -0.01], [0.12, -0.01, 0.33], [-0.09, 0.62, -0.65], [-0.40, -0.31, -0.86], [-0.18, 0.16, 0.63], [0.40, 0.21, 0.04], [0.48, 0.37, 0.19], [0.30, 0.12, -0.27], [-0.59, -0.36, 0.30], [0.06, -0.03, 0.03], [0.04, -0.13, -0.15], [-0.06, -0.51, -0.25], [0.35, 0.23, 0.27], [-0.54, 0.54, 0.28], [0.00, -0.43, -0.48]], "mulliken_charge": [-0.953, -0.368, 0.017, -1.445, -0.540, 0.380, -0.930, 0.318, 0.484, 0.267, 0.435, 0.039, 0.364, 0.340, 0.316, 0.548, 0.214, 0.222, 0.419, 0.378, 0.339, 0.312, 0.291, 0.394, -0.656, 0.265, 0.291, -0.572, 0.275, 0.353, -0.697, 0.372, 0.247, -0.596, 0.284, 0.323, -0.715, 0.303, 0.371, -0.709, 0.279, 0.360, -0.621], "relative_energy_kj_mol": 197.8, "charge": 1, "e_tot_ev": -22962.702, "orbital_gap_ev": 10.527, "homo_ha": -0.48143}